Record 1
C3HBr2Cl3O | ωB97M-V with the def2-TZVPD basis set

Calculated values
* E: -6718.54480 Eh
* molecular weight: 319.2 g mol⁻¹
* charge: 0
* <S²>: 2.012
* 2S+1: 3

Geometry as XYZ:
```
10
Properties=species:S:1:pos:R:3:forces:R:3:nbo_charge:R:1
C 0.220314 1.508502 -0.367532 -5.017 -0.436 -6.642 -0.002
C -0.469368 -0.212915 -0.522397 0.240 2.376 0.029 -0.247
C 0.136942 -0.871872 0.669378 1.979 -1.557 0.525 -0.249
O 0.904904 1.819213 0.544404 3.039 1.513 3.481 -0.345
Cl -2.170285 0.017023 -0.347085 -0.484 -0.242 -0.419 0.105
Cl 1.911112 -0.699527 0.451057 0.243 -0.594 0.356 0.042
Cl -0.130381 -2.679331 0.800564 -0.420 1.028 -0.317 0.033
Br 0.052557 -0.997849 -2.156247 -0.153 -0.032 -0.417 0.195
Br -0.369326 -0.055055 2.288725 -0.381 -0.009 0.932 0.192
H -0.086470 2.171811 -1.360868 0.955 -2.047 2.472 0.276
```
Forces are in eV/Å.

---

Record 2
C3HBr2N | ωB97M-V with the def2-TZVPD basis set

Calculated values
* E: -5317.48911 Eh
* molecular weight: 210.9 g mol⁻¹
* charge: 0

Geometry as XYZ:
```
7
Properties=species:S:1:pos:R:3:forces:R:3:nbo_charge:R:1
C 0.511606 -0.518027 0.975282 0.695 -0.658 1.067 -0.125
C 0.293534 0.564162 0.301063 2.080 1.693 0.355 -0.010
C -0.883972 -0.656800 -0.912461 1.428 1.254 1.466 0.187
N -0.456896 0.512166 -0.841598 -1.210 0.333 -1.085 -0.507
Br 1.387155 2.216060 0.673816 -1.051 -1.206 -0.322 0.005
Br -2.077930 -1.386128 -1.968049 -1.379 -1.138 -1.344 0.241
H 1.226503 -0.731431 1.771948 -0.564 -0.278 -0.137 0.208
```
Forces are in eV/Å.

---

Record 3
C3HBr2NO | ωB97M-V with the def2-TZVPD basis set

Calculated values
* E: -5392.87455 Eh
* molecular weight: 226.9 g mol⁻¹
* charge: 0

Geometry as XYZ:
```
8
Properties=species:S:1:pos:R:3:forces:R:3:nbo_charge:R:1
C -0.175686 0.125213 -0.356096 -3.751 -1.136 -1.697 0.150
C -1.405027 0.003469 -1.875960 -2.429 -0.039 -2.314 0.623
C -1.710861 0.079863 -0.354777 -0.336 -0.684 0.730 -0.302
N -0.021649 -0.110598 -1.596982 1.733 0.269 -1.209 -0.391
O -2.035127 0.091025 -2.911643 1.637 -0.233 2.686 -0.464
Br -2.611454 -1.620181 0.332102 0.960 1.210 -0.509 0.053
Br -2.596351 1.596015 0.368506 -0.122 0.226 -0.069 0.122
H 0.512703 0.278749 0.361875 2.309 0.387 2.382 0.210
```
Forces are in eV/Å.

---

Record 4
C3HBr3O2 | ωB97M-V with the def2-TZVPD basis set

Calculated values
* E: -7987.20660 Eh
* molecular weight: 308.8 g mol⁻¹
* charge: 0
* <S²>: 2.013
* 2S+1: 3

Geometry as XYZ:
```
9
Properties=species:S:1:pos:R:3:forces:R:3:nbo_charge:R:1
C -0.952088 1.177644 -0.604629 -3.988 -1.795 0.319 0.643
C -0.172878 -1.005912 -0.506634 1.914 0.149 2.649 0.257
C 0.739134 -0.397405 1.341053 0.181 -1.486 -3.587 -0.366
O 0.108614 1.571896 -0.770089 3.018 2.291 -0.325 -0.484
O -1.185836 -0.214899 -0.499697 -2.451 1.194 -0.107 -0.592
Br 0.772424 -0.960514 -2.145451 0.431 -0.523 0.142 0.079
Br 2.529555 -0.616386 0.861725 0.316 0.383 0.553 0.132
Br 0.127274 -1.208805 2.856451 -0.402 -0.154 0.370 0.177
H -1.966198 1.654381 -0.532727 0.980 -0.058 -0.015 0.154
```
Forces are in eV/Å.

---

Record 5
C3HCl2FO | ωB97M-V with the def2-TZVPD basis set

Calculated values
* E: -1210.25436 Eh
* molecular weight: 142.9 g mol⁻¹
* charge: 0

Geometry as XYZ:
```
8
Properties=species:S:1:pos:R:3:forces:R:3:nbo_charge:R:1
O 2.400225 0.829150 0.068384 0.636 -0.523 -0.196 -0.485
C 1.476835 0.067715 -0.135375 -1.484 3.022 0.592 0.247
C 0.120026 0.614433 -0.113500 -5.344 -4.477 1.169 0.386
F -0.223664 1.845482 0.105689 0.574 0.484 -0.035 -0.282
C -1.302650 -0.462290 0.196930 5.057 4.454 -1.264 -0.250
Cl -2.858109 0.141108 0.167676 -0.307 0.518 0.087 0.116
Cl -1.098990 -2.081312 0.085559 0.309 -1.754 -0.096 0.120
H 1.486327 -0.954284 -0.375364 0.559 -1.724 -0.257 0.148
```
Forces are in eV/Å.

---

Record 6
C3HCl2N | ωB97M-V with the def2-TZVPD basis set

Calculated values
* E: -1090.01892 Eh
* molecular weight: 122.0 g mol⁻¹
* charge: 0

Geometry as XYZ:
```
7
Properties=species:S:1:pos:R:3:forces:R:3:nbo_charge:R:1
N 1.537998 -0.930446 1.805369 -1.007 0.537 -0.534 -0.280
C 0.746462 -0.337867 1.200416 0.706 0.432 0.524 0.247
C -0.124066 0.487360 0.383297 0.108 -1.208 0.299 -0.369
C -0.401315 0.018228 -0.828155 -0.409 0.626 -0.746 -0.028
Cl 0.300608 -1.426704 -1.349979 -0.012 -0.429 -0.669 0.107
Cl -1.428503 0.852100 -1.986362 0.600 -0.500 0.847 0.058
H -0.631184 1.337329 0.775415 0.013 0.543 0.278 0.264
```
Forces are in eV/Å.

---

Record 7
C3HCl2NO | ωB97M-V with the def2-TZVPD basis set

Calculated values
* E: -1165.23984 Eh
* molecular weight: 138.0 g mol⁻¹
* charge: 0

Geometry as XYZ:
```
8
Properties=species:S:1:pos:R:3:forces:R:3:nbo_charge:R:1
Cl 0.527049 -1.933944 -0.502025 0.362 -0.189 0.345 0.053
C -0.242895 -0.628607 0.281185 0.968 0.618 -2.269 -0.006
N -1.562353 -0.667695 0.513541 -0.135 -4.963 0.608 -0.456
C -1.916517 0.451294 0.794571 -5.334 6.239 1.007 0.352
O -0.959662 1.496285 0.632790 0.327 -3.220 -0.773 -0.422
C 0.096886 0.669245 0.165255 -0.428 0.718 1.262 0.155
Cl 1.478097 1.289647 -0.501544 0.708 0.818 -0.071 0.112
H -3.098569 0.705054 0.957484 3.532 -0.020 -0.108 0.213
```
Forces are in eV/Å.

---

Record 8
C3HCl3O | ωB97M-V with the def2-TZVPD basis set

Calculated values
* E: -1570.66951 Eh
* molecular weight: 159.4 g mol⁻¹
* charge: 0

Geometry as XYZ:
```
8
Properties=species:S:1:pos:R:3:forces:R:3:nbo_charge:R:1
C -1.820037 -1.205051 1.045824 0.455 2.696 3.546 0.495
C -0.023084 0.485161 -1.011786 0.620 -1.549 3.231 -0.316
C 0.838380 -0.020249 -0.076634 1.060 1.137 -1.750 -0.101
O -1.512745 -0.511966 1.930441 -1.573 -2.477 -3.068 -0.515
Cl 0.356316 1.944147 -1.687516 -0.165 1.566 -1.148 0.086
Cl 2.435423 0.763343 0.246311 -1.455 -0.577 -0.243 0.004
Cl 0.781294 -1.572209 0.574152 0.466 -0.750 0.039 0.102
H -1.055544 0.116821 -1.020793 0.592 -0.045 -0.607 0.245
```
Forces are in eV/Å.

---

Record 9
C3HCl4NOS | ωB97M-V with the def2-TZVPD basis set

Calculated values
* E: -2483.75518 Eh
* molecular weight: 240.9 g mol⁻¹
* charge: 0

Geometry as XYZ:
```
11
Properties=species:S:1:pos:R:3:forces:R:3:nbo_charge:R:1
C -0.559735 -0.683641 -0.908701 1.041 -0.160 0.223 0.588
C 0.156953 0.639935 -1.095240 -1.612 0.811 0.022 -0.227
C 0.235501 0.678427 1.456796 2.501 -0.527 -1.768 -0.411
N -0.018163 -1.438689 0.121368 0.212 -0.754 -0.248 -0.812
O -1.495914 -1.074694 -1.536290 -0.789 0.160 -0.545 -0.531
S 1.144113 -0.747102 1.094796 0.547 -1.033 0.949 0.534
Cl 1.779878 0.692286 -1.477919 0.968 -0.097 -0.391 0.113
Cl -0.756765 1.935034 -1.837052 0.094 -0.769 0.514 0.059
Cl 1.295919 1.850647 2.058079 -0.336 0.760 0.374 0.104
Cl -1.344138 0.488316 1.741034 -2.737 0.716 1.219 0.148
H -0.437648 -2.340519 0.383130 0.110 0.893 -0.351 0.435
```
Forces are in eV/Å.

---

Record 10
C3HCl5 | ωB97M-V with the def2-TZVPD basis set

Calculated values
* E: -2415.72690 Eh
* molecular weight: 214.3 g mol⁻¹
* charge: 0

Geometry as XYZ:
```
9
Properties=species:S:1:pos:R:3:forces:R:3:nbo_charge:R:1
C 0.425071 -0.831401 0.486171 -0.660 0.102 -3.224 -0.296
C -0.447308 -1.276119 -0.457911 0.399 -0.705 1.742 -0.114
C -2.525048 0.728659 0.071507 0.830 0.339 -0.645 -0.172
Cl 0.202996 -1.401587 2.048627 0.941 0.292 1.094 0.072
Cl -0.663704 -0.703501 -2.045678 0.764 -0.227 0.011 0.090
Cl -1.501634 -2.608071 0.037272 -0.119 0.627 -0.923 0.005
Cl -3.431828 0.727213 1.445320 -0.691 0.014 1.527 0.102
Cl -3.518976 0.360099 -1.233968 -0.686 -0.062 -0.697 0.064
H 1.235819 -0.159783 0.114990 -0.778 -0.380 1.116 0.250
```
Forces are in eV/Å.

---

Look up the charge of the tenth one.
0

---

Which of these has the lowest molecular weight?
C3HCl2N

---

The highest E belongs to which entry?
C3HCl2N